Record 1
Molecular formula: C3H10N2O2
Method: DFT, ωB97M-V with the def2-TZVPD basis set

As for the energy: -10347.9042 eV. The multiplicity is 1. The value obtained for the energy above the lowest of the compared OMol25 structures with the same formula, charge and spin is 152.79 kJ/mol. Its structure (SMILES) is CNCN.O=CO. The value obtained for the molar mass is 106.125 g mol⁻¹. The calculation puts the HOMO energy at -0.3303 Ha.

```
17
Properties=species:S:1:pos:R:3:forces:R:3
C 0.0915 -1.1267 2.7221 -0.132 0.040 -0.127
N 0.8096 0.1392 2.6865 -0.173 -0.041 0.128
C 0.0604 1.2222 2.0574 0.120 0.145 -0.211
N -0.0034 1.1430 0.6092 0.042 -0.204 0.114
H 0.7253 -1.9072 3.1370 0.023 -0.015 0.045
H -0.8492 -1.0915 3.2909 0.023 0.042 0.063
H -0.1689 -1.4309 1.7071 0.104 -0.020 -0.024
H 1.0351 0.4200 3.6332 0.106 -0.040 -0.013
H 0.5775 2.1454 2.3213 -0.072 0.057 0.005
H -0.9754 1.3034 2.4179 0.016 -0.099 0.080
H 0.9374 1.0389 0.2383 -0.094 0.001 -0.014
H -0.5090 0.3050 0.3400 0.042 0.112 -0.063
O 0.7165 -0.8016 -2.3406 0.108 -0.110 0.119
C -0.4302 -0.7375 -2.6440 -0.165 0.113 -0.122
O -0.9159 0.2655 -3.3959 -0.040 0.089 -0.044
H -1.2015 -1.4723 -2.3597 0.074 -0.067 0.083
H -1.8699 0.1677 -3.5016 0.017 -0.004 -0.020
```
Positions in Å, forces in eV/Å.



Record 2
Molecular formula: C3H10N2O2
Method: DFT, ωB97M-V with the def2-TZVPD basis set

As for the energy: -10345.5110 eV. The multiplicity is 1. The value obtained for the energy above the lowest of the compared OMol25 structures with the same formula, charge and spin is 383.70 kJ/mol. Its structure (SMILES) is C[C@](O)(CO)NN. The value obtained for the molar mass is 106.125 g mol⁻¹. The calculation puts the HOMO energy at -0.3350 Ha.

```
17
Properties=species:S:1:pos:R:3:forces:R:3
C 1.0999 0.6703 0.6916 1.252 0.575 -1.806
C 0.2168 -0.1860 -0.0944 -3.454 0.586 -3.534
O 0.8727 -0.7996 -1.2054 -4.054 -2.508 1.067
C -1.1325 0.8082 -0.8024 3.792 -0.359 1.056
O -1.8747 1.2589 0.2514 -0.934 -1.479 2.935
N -0.4327 -1.2074 0.6768 0.881 -0.316 1.194
N -0.9185 -2.3226 -0.0363 -3.918 2.075 -1.975
H 1.8081 -0.0331 1.0430 1.319 -0.224 0.986
H 1.6043 1.5011 0.1047 -0.693 -1.084 0.567
H 0.5220 1.0785 1.4424 -0.866 1.048 1.889
H 1.5808 -0.2841 -1.2820 4.896 2.948 -1.248
H -1.6886 0.1255 -1.4306 -0.019 0.092 -0.737
H -0.6768 1.7599 -1.3054 -0.742 -2.091 0.424
H -1.9007 0.4927 0.9581 0.031 1.874 -1.957
H 0.1236 -1.6809 1.3763 0.556 0.938 0.473
H -0.3087 -2.7548 -0.6835 1.928 -0.265 -0.376
H -1.4992 -1.7657 -0.7420 0.027 -1.810 1.043
```
Positions in Å, forces in eV/Å.